{
  "formula": "C39H78O21",
  "method": "ωB97M-V/def2-TZVPD",
  "e_homo_ev": -9.0,
  "e_above_lowest_kcal_mol": 125.3,
  "e_lumo_ha": 0.017,
  "total_charge": 0,
  "orbital_gap_ev": 9.5,
  "smiles": "COC(=O)OC.COC(=O)OC.COC(=O)OC.COC(=O)OC.COC(=O)OC.C1CCOC1.C1CCOC1.C1CCOC1.C1CCOC1.C1CCOC1.C1CCOC1",
  "multiplicity": 1,
  "species": ["H", "H", "H", "O", "H", "H", "O", "H", "H", "H", "H", "H", "C", "H", "H", "H", "H", "H", "C", "H", "H", "H", "O", "H", "C", "C", "H", "H", "H", "H", "H", "H", "H", "H", "H", "C", "H", "H", "H", "H", "C", "H", "C", "C", "C", "H", "H", "H", "H", "C", "C", "H", "C", "H", "H", "H", "H", "H", "H", "C", "C", "O", "H", "H", "C", "H", "C", "C", "C", "H", "H", "H", "H", "H", "H", "H", "H", "C", "H", "H", "H", "H", "O", "C", "O", "C", "H", "H", "O", "H", "C", "H", "H", "O", "C", "C", "O", "C", "O", "C", "H", "C", "C", "O", "H", "C", "H", "C", "H", "H", "C", "O", "O", "C", "O", "C", "C", "O", "O", "H", "C", "H", "O", "C", "H", "H", "O", "H", "H", "H", "O", "O", "H", "C", "H", "C", "O", "C"],
  "coordinates": [[-0.924, 3.118, 0.868], [1.694, 5.777, 5.384], [-1.093, 1.350, 2.807], [3.242, -1.417, 3.259], [4.202, 1.696, 0.388], [-1.589, -3.889, -0.386], [-0.714, 2.468, 4.440], [-8.596, -0.607, 2.720], [-2.734, 2.209, -3.155], [-2.707, -4.329, 3.254], [-4.094, 7.386, -0.041], [-0.923, 4.247, -0.484], [4.102, -3.820, 2.277], [-4.192, 7.089, -1.720], [5.729, -2.722, -1.492], [0.281, -2.150, -0.169], [4.456, 3.592, 2.348], [1.382, 5.776, 3.691], [-4.102, -0.946, -2.551], [2.537, 5.036, -1.091], [7.246, -2.066, -1.607], [-1.727, 3.636, -3.335], [-1.910, -2.407, 1.070], [0.533, -1.788, 6.129], [-1.796, -2.490, 2.487], [0.179, -0.356, -1.514], [4.987, -3.956, 2.898], [2.652, 5.126, 1.827], [-8.647, 1.119, 2.677], [-0.738, -0.856, -1.829], [2.728, 0.923, -5.757], [-1.647, 4.568, 1.151], [6.806, 0.021, 1.382], [-2.559, -1.962, 3.059], [1.370, -3.183, -5.072], [5.830, -0.863, -0.314], [1.113, -0.549, 5.126], [2.762, 1.958, 1.257], [3.829, 5.711, 0.752], [-4.474, -0.808, 1.318], [1.550, -3.204, -3.997], [-4.000, 0.589, 2.355], [6.433, -2.152, -0.885], [-6.398, 1.266, 0.970], [0.142, 2.360, -4.586], [0.283, -3.138, -2.256], [6.162, 0.018, -0.863], [-0.663, -5.387, -2.839], [1.648, -1.877, -0.869], [1.206, -0.408, 0.708], [-2.165, -3.741, 0.528], [-0.354, -5.208, -4.554], [0.378, 3.156, 3.969], [2.628, 4.672, 4.273], [-5.321, 6.327, -0.560], [-1.699, -5.727, 1.520], [4.012, -4.719, 1.667], [-0.989, -4.312, 3.476], [-2.143, 1.113, 4.183], [6.148, -0.816, 1.145], [-3.606, -2.105, -1.671], [-3.478, -2.825, -3.866], [3.102, 1.762, -4.183], [2.206, 0.024, 0.754], [7.014, -2.853, 0.340], [-0.815, -2.110, 2.770], [-3.793, -3.354, -2.570], [1.403, -1.519, 5.531], [-2.125, 2.770, -3.864], [-3.197, -4.185, -2.195], [-0.411, -4.567, 1.234], [-3.161, 0.263, 0.884], [8.100, -2.762, 0.294], [5.333, -0.413, 1.747], [2.382, 2.576, -5.662], [2.221, -1.445, 6.248], [-4.812, -3.741, -2.588], [2.300, -4.457, -3.615], [-3.225, -3.982, 0.443], [2.024, -2.308, -3.596], [1.167, -0.780, 1.732], [4.205, -3.036, 1.527], [-6.862, 0.411, 1.908], [-3.819, -1.438, -3.983], [0.660, 4.153, 4.870], [-0.034, 0.969, -0.705], [-3.486, -0.061, -2.389], [5.146, 3.941, 0.828], [0.313, 0.620, 0.577], [-0.470, -2.862, -3.822], [-4.281, 6.587, -0.757], [1.351, 4.537, 0.109], [-0.478, 0.432, 4.170], [-1.000, 1.819, -4.203], [0.832, -1.265, -0.485], [-1.778, -3.986, 2.799], [-2.733, 3.368, -0.227], [2.400, 4.459, -0.176], [-4.734, 3.765, -1.277], [-8.268, 0.253, 2.135], [-3.125, -0.769, -4.491], [0.239, -3.493, -3.286], [-1.524, 3.855, 0.336], [1.028, 2.902, 2.922], [4.747, -0.916, -0.426], [2.655, -2.451, 3.619], [-4.158, -2.144, -0.731], [-4.153, 0.234, 1.335], [0.920, -0.300, -2.312], [2.814, -4.362, -2.659], [3.483, 2.480, 0.628], [1.586, -2.478, 4.447], [1.397, -5.509, -3.453], [-3.694, 4.247, -0.827], [-6.941, 2.146, 0.330], [4.201, 3.656, 1.290], [3.279, 4.803, 0.997], [1.049, 1.333, -4.766], [6.508, -2.131, 1.470], [3.037, -4.643, -4.396], [0.042, -4.981, -3.564], [-1.064, 1.316, -0.791], [-3.375, 5.537, -0.620], [-1.464, -4.663, 1.499], [-2.634, 3.145, -4.751], [-8.626, 0.108, 1.116], [2.932, -3.669, 3.101], [6.754, -3.911, 0.346], [0.596, 1.794, -1.036], [-4.782, -1.338, -4.485], [-5.136, 1.023, 0.628], [0.385, 3.540, -4.959], [-5.163, -0.706, -2.485], [-1.105, 1.280, 3.895], [-2.560, -1.967, -1.398], [2.429, 1.684, -5.037], [2.812, 3.124, -0.497], [1.665, 5.120, 4.514]],
  "lowdin_charge": [0.0696, 0.0951, 0.0842, 0.0810, 0.1030, 0.1054, -0.0084, 0.0889, 0.0781, 0.1133, 0.0924, 0.0896, -0.0299, 0.0968, 0.0999, 0.0856, 0.1100, 0.0879, -0.1464, 0.1218, 0.1031, 0.0857, -0.1541, 0.0913, -0.1854, -0.1004, 0.1033, 0.0792, 0.0959, 0.0913, 0.0885, 0.0947, 0.1131, 0.1133, 0.1204, -0.1679, 0.0667, 0.0895, 0.1098, 0.0818, -0.1644, 0.0841, -0.1563, -0.5844, -0.5391, 0.0862, 0.1120, 0.1066, 0.0974, -0.1984, -0.2000, 0.1207, -0.4534, 0.0898, 0.1024, 0.1237, 0.0932, 0.1102, 0.0978, -0.2356, -0.1655, -0.1465, 0.0948, 0.0962, -0.1793, 0.1021, -0.1728, -0.0150, 0.0365, 0.0983, 0.1161, 0.0874, 0.1137, 0.1049, 0.0839, 0.0996, 0.1150, -0.2523, 0.1235, 0.1087, 0.1101, 0.0821, -0.0265, -0.1858, -0.0148, -0.1834, 0.0926, 0.1100, -0.1453, 0.1119, -0.0587, 0.0957, 0.0790, -0.0063, -0.1656, -0.1743, -0.0524, -0.1792, 0.1201, -0.0278, 0.1124, -0.1789, -0.0806, 0.0897, 0.0990, -0.5361, 0.0958, -0.0246, 0.1013, 0.1130, -0.1601, -0.0252, -0.1269, -0.4729, 0.1229, -0.1529, -0.1920, -0.0496, -0.1423, 0.1151, -0.1541, 0.1041, -0.0178, -0.1719, 0.0989, 0.0998, -0.0064, 0.1167, 0.1107, 0.1080, -0.0086, 0.0570, 0.1129, -0.0783, 0.0818, -0.0334, -0.1455, -0.0425]
}